(1)
14
Properties=species:S:1:pos:R:3:forces:R:3:nbo_charge:R:1 method="wB97M-V/def2-TZVPD" e_lumo_ha="0.1542 / 0.1487" charge=-1 multiplicity=2 gap_ev="4.069 / 8.583" homo_energy_ev="0.13 / -4.54"
O 1.03591 1.81092 0.46700 0.131 -0.367 0.063 -0.79
C 0.49799 0.78136 -0.06728 -0.294 0.848 -0.433 0.41
N -0.14419 0.97370 -1.32301 0.203 0.217 0.243 -0.59
C -0.81764 0.18091 -2.15794 -0.046 -0.880 -0.719 0.40
O -1.34030 0.54339 -3.23663 -0.096 0.363 0.039 -0.75
C 0.44958 -0.57264 0.50292 0.835 -1.544 -0.219 -0.50
C 0.13298 -0.60244 1.99831 -1.354 0.776 -0.284 -0.61
H -0.11858 1.92475 -1.67184 0.188 0.083 0.335 0.40
H -0.84466 -0.88152 -1.89573 -0.002 -0.056 0.233 0.08
H 1.36579 -1.21946 0.37593 0.426 0.760 0.058 0.14
H -0.16377 -1.21775 -0.12864 -0.894 0.245 0.492 0.20
H -0.66980 0.12690 2.15982 0.431 0.437 0.198 0.20
H -0.37268 -1.48190 2.36216 0.357 -1.012 -0.091 0.18
H 0.98938 -0.36622 2.61493 0.112 0.131 0.087 0.20

(2)
16
Properties=species:S:1:pos:R:3:forces:R:3:nbo_charge:R:1 method="wB97M-V/def2-TZVPD" e_lumo_ha=0.0312 gap_ev=10.257 homo_energy_ev=-9.41
C -0.37181 2.30970 -1.35707 0.142 0.315 0.393 -0.25
O -0.46222 1.14800 -0.53339 0.439 0.390 -0.180 -0.56
C -0.14171 -0.07104 -1.19456 -0.786 0.557 -0.398 -0.06
C -0.27475 -1.20100 -0.22728 0.183 -0.602 1.180 -0.51
C 0.87268 -1.18711 0.76832 2.146 -2.738 -1.455 0.66
N 0.95886 -0.26447 1.71646 -0.677 1.937 0.489 -0.82
O 1.79218 -2.01358 0.65464 -1.092 0.348 -0.003 -0.64
H 0.67126 2.60402 -1.63424 -0.621 -0.374 0.398 0.17
H -0.94169 2.20238 -2.27017 -0.151 -0.342 -0.435 0.17
H -0.86989 3.12736 -0.81344 0.457 -0.273 -0.004 0.20
H 0.82774 -0.03923 -1.68085 0.485 0.075 0.149 0.18
H -0.86184 -0.23444 -1.98305 -0.396 0.038 -0.508 0.17
H -1.21402 -1.14079 0.34274 0.049 0.108 -0.429 0.23
H -0.22292 -2.17420 -0.74665 -0.005 0.538 0.245 0.25
H 0.50813 0.61036 1.42641 0.315 -0.224 0.730 0.41
H 1.87646 -0.24972 2.16051 -0.487 0.247 -0.173 0.40

(3)
76
Properties=species:S:1:pos:R:3:forces:R:3:mulliken_charge:R:1 method="wB97M-V/def2-TZVPD" e_lumo_ha=-0.2189 charge=+1 gap_ev=3.899 homo_energy_ev=-9.85
Sn 0.27101 -0.55863 0.88839 0.081 0.437 0.155 0.37
Se 5.54184 2.56027 -2.10476 -0.021 -0.064 0.018 -0.32
P 5.84068 1.47082 -0.33533 -0.093 0.078 -0.157 0.80
C 6.41528 2.43218 1.08842 0.021 0.019 0.093 0.53
C 6.82918 3.74544 0.91126 0.101 0.031 0.062 -0.70
C 7.24321 4.49559 2.00649 -0.008 -0.027 -0.045 -0.55
C 7.25011 3.92976 3.27260 -0.014 -0.020 0.017 -0.57
C 6.84357 2.61109 3.45279 -0.007 -0.002 -0.025 -0.79
C 6.42065 1.86252 2.36514 0.060 0.033 -0.029 -0.43
C 6.98627 0.08921 -0.53536 -0.028 -0.043 0.051 0.67
C 6.72945 -0.82187 -1.55932 0.010 0.013 0.001 -0.51
C 7.59938 -1.87308 -1.78162 0.002 -0.004 -0.010 -0.75
C 8.73784 -2.01468 -0.99528 -0.023 -0.008 -0.008 -0.47
C 9.00345 -1.10232 0.01138 -0.038 0.039 0.015 -0.74
C 8.12564 -0.04991 0.24672 0.049 -0.022 -0.016 -0.26
C 4.32016 0.70579 0.30677 0.329 -0.300 0.040 0.50
C 3.02623 1.14698 0.50816 -0.133 0.133 -0.090 0.13
N 2.34949 0.07166 0.97407 0.177 -0.279 0.074 0.35
N 3.16951 -0.97002 1.05655 0.241 0.080 -0.100 -1.01
N 4.36063 -0.60968 0.66847 -0.332 0.106 0.023 -0.08
P 2.02876 2.63312 0.51158 -0.053 0.057 0.048 1.36
Se 0.03987 2.04814 -0.13564 -0.011 0.019 -0.048 -0.42
C 1.99665 3.18228 2.23105 0.100 -0.095 0.081 0.38
C 3.18668 3.16373 2.96084 -0.039 -0.076 0.038 0.18
C 3.19889 3.61178 4.27154 -0.001 0.001 -0.011 -0.78
C 2.02813 4.07085 4.86094 0.012 -0.003 -0.004 -0.64
C 0.84291 4.08131 4.13997 0.010 -0.021 -0.047 -0.74
C 0.82254 3.63550 2.82533 0.042 0.108 -0.016 -0.65
C 2.66151 3.98214 -0.47455 -0.082 0.115 -0.088 0.74
C 3.74741 4.71434 -0.00157 -0.085 0.127 0.097 -0.48
C 4.20210 5.80655 -0.71761 0.037 -0.031 -0.013 -0.65
C 3.58562 6.16298 -1.90733 -0.016 -0.007 -0.036 -0.63
C 2.50714 5.42977 -2.38448 0.048 0.005 0.026 -0.76
C 2.03744 4.34216 -1.66714 0.131 -0.074 0.001 -0.45
H 6.82057 4.16812 -0.08722 -0.003 -0.005 0.011 0.51
H 7.56856 5.51860 1.86786 -0.001 -0.006 0.001 0.44
H 7.57960 4.51393 4.12261 -0.005 -0.012 -0.007 0.44
H 6.85937 2.16678 4.44000 0.002 0.001 -0.009 0.48
H 6.10047 0.83515 2.50384 -0.005 0.009 -0.002 0.46
H 5.85706 -0.69180 -2.18793 0.000 -0.008 0.001 0.37
H 7.39855 -2.57919 -2.57690 -0.001 0.006 0.013 0.39
H 9.42051 -2.83535 -1.17462 -0.007 0.013 -0.007 0.39
H 9.89577 -1.20287 0.61496 -0.009 0.007 0.005 0.41
H 8.34728 0.66303 1.02882 0.008 0.000 0.013 0.29
H 4.10240 2.77895 2.52548 -0.064 0.031 -0.004 0.18
H 4.12453 3.59209 4.83231 -0.013 0.002 -0.008 0.46
H 2.03923 4.41395 5.88744 -0.003 -0.002 -0.016 0.41
H -0.07011 4.43360 4.60171 0.009 -0.003 -0.009 0.41
H -0.10106 3.64517 2.26197 -0.012 -0.022 -0.004 0.41
H 4.24219 4.44833 0.92329 -0.052 0.013 -0.017 0.41
H 5.05183 6.36830 -0.35237 -0.018 0.014 0.000 0.45
H 3.94900 7.01433 -2.46799 -0.008 -0.005 0.002 0.40
H 2.03089 5.70672 -3.31564 0.008 -0.002 0.010 0.40
H 1.20069 3.76712 -2.03820 -0.024 -0.018 0.003 0.32
Cl -3.79583 2.57147 0.59598 -0.012 -0.026 0.005 -0.13
C -3.29279 2.02761 -0.93656 0.019 -0.094 -0.011 0.96
C -3.28937 2.89462 -1.99447 0.036 -0.001 -0.095 -0.57
C -2.84870 2.44130 -3.24257 -0.010 0.023 -0.032 -0.11
C -2.40349 1.13449 -3.47162 -0.011 0.113 -0.007 -1.00
C -2.40880 0.24784 -2.43507 -0.063 0.034 0.134 -0.12
C -2.86561 0.65821 -1.13094 -0.001 0.119 -0.142 0.52
C -2.88278 -0.25410 -0.12885 0.115 -0.230 0.150 -1.35
H -3.61491 3.91581 -1.85865 0.012 0.002 -0.031 0.47
H -2.85082 3.14395 -4.06788 0.002 0.004 0.017 0.43
H -2.05687 0.83713 -4.45082 -0.009 0.014 0.003 0.48
H -2.04972 -0.77042 -2.55752 -0.049 0.043 -0.005 0.49
H -2.55924 -1.27763 -0.30694 -0.079 0.019 0.009 0.56
H -3.20076 0.01457 0.87121 -0.069 -0.055 -0.012 0.35
C 1.25570 -3.66126 -1.70261 0.099 -0.015 -0.036 -1.08
S 0.02199 -2.45277 -1.40876 -0.188 -0.067 0.070 1.28
O -0.82707 -2.35143 -2.57096 0.224 -0.016 0.101 -0.68
O -0.66605 -2.77799 -0.15473 -0.083 -0.183 -0.278 -0.72
O 0.78309 -1.16607 -1.13836 -0.202 -0.002 0.092 -0.47
H 0.75463 -4.58440 -1.98686 0.017 0.022 0.025 0.40
H 1.82736 -3.78737 -0.78514 0.011 0.000 -0.040 0.32
H 1.89124 -3.29990 -2.50900 -0.025 -0.042 0.007 0.35

(4)
26
Properties=species:S:1:pos:R:3:forces:R:3:nbo_charge:R:1 method="wB97M-V/def2-TZVPD" e_lumo_ha=0.1269 charge=-1 gap_ev=7.714 homo_energy_ev=-4.26
C 2.14171 2.79174 -0.09594 -5.659 -6.466 -0.410 -0.49
C 0.75985 2.80392 -0.91897 1.079 -0.092 -1.383 -0.63
C 1.93860 1.62224 1.03393 -1.464 -0.248 -1.326 0.80
O 2.87630 0.82225 1.10567 -0.049 0.135 0.715 -0.74
O 0.74053 1.50745 1.54976 2.537 1.161 -0.470 -0.86
H 3.01248 2.63151 -0.55521 3.115 -1.684 -2.537 0.19
H 2.38146 3.60645 0.35370 0.169 5.950 3.085 0.18
H 0.79601 3.55797 -1.75252 -0.203 -0.254 0.953 0.17
H 0.14067 3.06209 -0.09855 -1.331 0.591 0.200 0.23
H 0.23113 1.87902 -1.43682 1.941 1.208 1.436 0.21
C -1.48791 -1.60808 -2.99252 0.125 1.448 -1.454 -0.63
C -2.17026 -1.38275 0.64709 0.407 -0.546 -1.225 -0.30
C -2.28179 -1.91513 -0.61388 -2.684 -0.227 -1.155 -0.20
C -0.92668 -0.92097 0.99713 0.877 0.085 0.910 0.35
C -1.27545 -1.90108 -1.54445 2.258 -0.171 0.058 -0.10
C 0.25874 -1.38455 0.32177 -1.292 -0.329 -1.993 -0.29
C 0.06352 -1.81864 -1.04851 -1.236 0.685 2.852 -0.21
O -1.11689 -0.08973 2.02709 2.093 1.450 1.957 -0.73
H -2.96275 -1.02336 1.28721 -0.338 -0.548 -0.177 0.23
H -3.28330 -2.22672 -1.00650 0.661 0.598 0.379 0.18
H -0.35500 0.60294 2.23489 -0.527 -1.615 -1.410 0.54
H 1.28138 -1.39936 0.67848 -0.257 0.704 0.376 0.25
H -0.81758 -0.72722 -3.21083 -1.106 -0.081 0.425 0.22
H -2.54148 -1.31764 -3.35424 1.556 -0.777 0.732 0.21
H 0.95612 -2.04535 -1.61816 -0.156 0.162 -0.311 0.20
H -0.96056 -2.24025 -3.69551 -0.515 -1.141 -0.227 0.20

(5)
30
Properties=species:S:1:pos:R:3:forces:R:3:nbo_charge:R:1 method="wB97M-V/def2-TZVPD" e_lumo_ha=-0.1086 charge=+1 gap_ev=10.401 homo_energy_ev=-13.36
C 3.18100 -1.15190 -0.04112 -0.155 -0.105 0.169 -0.59
C 1.66540 -1.09045 -0.26954 0.311 -0.092 -0.288 -0.27
C 1.29177 -1.89296 -1.51853 0.063 -0.036 0.219 -0.60
C 1.27347 0.34801 -0.42071 -0.274 0.670 0.174 0.12
N 1.59262 1.02738 -1.48972 0.666 -1.137 -0.544 -0.11
O 1.22461 2.30430 -1.30554 -0.230 0.776 0.133 -0.23
C 0.64426 2.42944 -0.11823 -0.011 -0.880 0.607 0.14
C 0.62298 1.21238 0.51252 0.199 0.649 -0.255 -0.19
C -0.12737 0.82852 1.74105 0.192 0.002 -0.300 -0.45
C -1.49794 0.29969 1.35829 -0.001 0.626 0.509 -0.02
N -1.54773 -0.71590 0.28752 0.365 -1.048 -0.470 -0.55
C -2.12019 0.62360 0.05714 -0.698 0.656 0.146 -0.04
C -3.60671 0.72831 -0.10750 -0.011 -0.136 -0.070 -0.63
H 3.70055 -0.75522 -0.90840 0.041 0.050 -0.083 0.23
H 3.49112 -2.18098 0.11648 0.075 -0.101 0.018 0.22
H 3.46413 -0.56677 0.83095 0.077 0.037 0.056 0.22
H 1.17938 -1.51708 0.61972 -0.020 0.101 -0.060 0.19
H 1.81470 -1.48067 -2.37637 -0.028 0.025 -0.117 0.24
H 0.22263 -1.86545 -1.73831 -0.103 -0.019 -0.109 0.18
H 1.58574 -2.93194 -1.39747 -0.003 -0.101 -0.013 0.23
H 0.30044 3.40249 0.17092 -0.053 0.251 -0.031 0.23
H 0.41256 0.07232 2.31449 -0.072 0.047 0.082 0.25
H -0.26753 1.69921 2.38279 -0.085 -0.091 0.060 0.26
H -2.15077 0.09104 2.19879 -0.121 -0.166 -0.189 0.25
H -0.66276 -0.95046 -0.17773 -0.296 0.119 0.101 0.47
H -2.18203 -1.50879 0.37259 0.062 0.195 0.037 0.45
H -1.55044 1.22646 -0.64075 0.191 -0.241 0.111 0.26
H -3.89184 0.56147 -1.14453 -0.018 -0.038 -0.015 0.25
H -3.92426 1.73268 0.16545 0.015 0.038 0.032 0.26
H -4.13776 0.02129 0.52576 -0.078 -0.048 0.088 0.22

(6)
10
Properties=species:S:1:pos:R:3:forces:R:3:nbo_charge:R:1 method="wB97M-V/def2-TZVPD" e_lumo_ha=0.1529 charge=-1 gap_ev=8.795 homo_energy_ev=-4.63
C 0.93437 0.11356 0.97482 -0.932 -0.372 2.244 -0.74
C 0.02472 0.76048 0.05169 0.347 1.438 -0.216 0.26
O -0.10207 1.97673 0.09562 -0.660 -0.276 -0.696 -0.60
P -0.80382 -0.46420 -1.03279 -1.704 -5.084 1.988 1.88
O 0.07319 -1.29580 -1.93899 0.214 1.499 0.389 -1.14
O -1.69557 -1.33610 -0.06580 1.772 2.364 -1.401 -1.17
H 1.29274 -0.73346 0.44194 0.887 -1.009 0.113 0.24
H 0.21152 -0.23396 1.80539 1.406 0.250 -0.968 0.25
H 1.66918 0.83823 1.33174 0.049 -0.367 0.099 0.21
H -1.60426 0.37451 -1.66361 -1.379 1.555 -1.552 -0.20